Formula: C2BrClFN
Source: the OMol25 dataset
Level of theory: ωB97M-V/def2-TZVPD

Each line ends with the Löwdin charge.
Positions of all 6 atoms, in Å:
N: 0.06126 1.30587 -1.57298  0.0681
F: -0.62745 -2.30076 -0.91491  0.0079
C: -0.46448 -1.94123 0.29664  -0.5046
Br: 2.34532 -0.13902 -0.19877  0.6499
Cl: 0.75664 -2.70635 1.35584  0.4569
C: 0.89789 0.55873 -1.31589  -0.6782

Results
Energy above the lowest of the compared OMol25 structures with the same formula, charge and spin: 3.388 eV
Total charge: 0
Spin multiplicity: 1

---

Formula: C2BrClN2O2S2
Source: the OMol25 dataset
Level of theory: ωB97M-V/def2-TZVPD

Each line ends with the Löwdin charge.
Positions of all 10 atoms, in Å:
N: -1.23307 -1.44077 0.10973  -0.2297
O: 1.49542 2.32420 -0.30217  -0.2946
S: 0.92602 1.59868 0.72346  0.2587
C: -0.56801 0.84072 0.26395  -0.1056
C: -0.91697 -1.16548 -2.29800  -1.0778
Cl: 0.56625 2.87953 2.25381  0.4096
S: -1.30563 -2.43625 -1.36659  0.8929
N: -0.76727 -0.36262 0.16414  -0.1958
Br: -0.89563 -0.97847 -4.08474  0.7025
O: 1.66815 0.53493 1.35445  -0.3603

Results
E: -4166.52865 a.u.
Total charge: 0
Spin multiplicity: 1

---

Formula: C2CdF6NO3S2
Source: the OMol25 dataset
Level of theory: ωB97M-V/def2-TZVPD

Each line ends with the Löwdin charge.
Positions of all 15 atoms, in Å:
F: 2.64241 -1.76321 1.48882  0.1467
F: 1.86621 -2.27829 -0.44461  -0.0086
O: -0.32565 -1.95945 0.86701  -0.5784
S: 0.26604 -0.53177 0.85679  0.6324
F: -1.56361 1.64319 -2.11092  0.0822
O: 0.81382 0.06375 2.10484  -0.3217
C: 2.01455 -1.23477 0.45105  -0.6794
N: -1.23988 0.24092 1.21025  -0.4959
Cd: -0.63331 -2.15552 -1.08733  1.4218
S: -2.37461 0.85382 0.24027  0.9959
O: 0.17526 -0.38730 -1.24197  -0.6711
F: 2.80894 -0.32063 -0.07881  0.1435
C: -1.61330 2.12111 -0.87141  -0.8888
F: -2.43341 3.17352 -0.86535  0.0894
F: -0.40346 2.53461 -0.51862  0.1319

Results
Energy above the lowest of the compared OMol25 structures with the same formula, charge and spin: 2.919 eV
Total charge: 0
Spin multiplicity: 2

---

Formula: C2CeO4
Source: the OMol25 dataset
Level of theory: ωB97M-V/def2-TZVPD

Each line ends with the Löwdin charge.
Positions of all 7 atoms, in Å:
C: 3.18585 -1.33315 0.57588  0.3051
O: -1.38018 -0.35484 -1.13771  0.1798
O: -1.91533 -0.26806 1.11441  0.3496
Ce: 1.26033 1.29463 -1.02538  2.5698
C: -1.93687 0.00995 -0.16024  -0.5183
O: -1.77761 1.14999 0.51348  0.2033
O: 2.56381 -0.49852 0.11956  -0.0893

Results
Energy above the lowest of the compared OMol25 structures with the same formula, charge and spin: 0.000 eV
Total charge: +3
Spin multiplicity: 2

---

Formula: C2Cl2F2O
Source: the OMol25 dataset
Level of theory: ωB97M-V/def2-TZVPD

Each line ends with the Löwdin charge.
Positions of all 7 atoms, in Å:
C: 0.70867 -0.25925 -0.06139  -0.6185
Cl: -4.55840 -0.41121 0.06620  -0.0431
C: -0.21529 0.85408 -0.14179  -0.5087
O: 0.52913 0.62381 0.98797  0.1355
F: 1.87810 -0.27602 -0.67623  0.1757
Cl: -1.90534 0.90106 -0.21651  0.6895
F: 0.30500 -1.50623 0.14692  0.1696

Results
Energy above the lowest of the compared OMol25 structures with the same formula, charge and spin: 4.291 eV
Total charge: 0
Spin multiplicity: 1

---

Formula: C2Cl2F3P
Source: the OMol25 dataset
Level of theory: ωB97M-V/def2-TZVPD

Each line ends with the Löwdin charge.
Positions of all 8 atoms, in Å:
C: -0.79929 -0.03394 0.71640  -0.1145
F: -1.01100 -1.27754 1.15856  0.0385
Cl: 1.81722 0.38124 0.69849  0.1722
F: -3.00013 0.39745 -0.20097  0.0903
Cl: 3.55852 -1.78189 -0.61302  0.0268
C: -1.65353 0.61072 -0.07263  -0.3520
P: 2.49285 -0.12005 -1.11963  0.0440
F: -1.40465 1.82401 -0.56720  0.0946

Results
Energy above the lowest of the compared OMol25 structures with the same formula, charge and spin: 2.999 eV
Total charge: 0
Spin multiplicity: 1